Run P
Computed, not measured: a cluster of 2 separate species, C7H11N2O in total, with wB97M-V/def2-TZVPD.

Positions of all 21 atoms, in Å:
H -1.57 -0.60 1.46
C 3.75 -0.93 0.24
C -2.30 0.52 -0.41
C -1.69 -0.51 0.43
H -2.12 -1.34 -1.43
C 3.58 0.53 -0.06
H -1.73 0.79 -1.31
C -2.55 -0.97 -0.59
H -3.41 -1.25 -0.10
N 2.31 -1.36 0.24
H 1.83 -2.23 0.50
H -4.26 1.19 -0.31
C -3.34 1.44 0.10
H -3.36 2.51 -0.07
C 1.47 -0.39 -0.01
O 4.43 1.38 -0.18
H 4.12 -1.57 -0.62
N 2.19 0.74 -0.23
H 4.35 -0.94 1.25
H 1.86 1.71 -0.16
H -3.55 1.28 1.25

Properties
spin multiplicity	1
total charge	+1
gap between HOMO and LUMO (alpha / beta)	6.498 / 6.502	eV
LUMO level (alpha / beta)	-6.369 / -6.367	eV

---

Run Q
Computed, not measured: the ion C7H11N2O with charge +1, with wB97M-V/def2-TZVPD.

Positions of all 21 atoms, in Å:
H 1.05 1.87 0.63
H 3.47 1.24 1.17
H 1.56 0.32 1.51
H -3.11 0.41 -1.93
H -1.41 -2.27 1.55
C -1.77 1.14 -0.34
O -2.17 1.07 0.94
C -1.25 -2.20 0.43
H -0.28 -2.69 0.20
C 0.82 0.14 -0.72
H 1.23 -0.97 -0.86
H 3.15 0.03 -0.17
N -3.01 0.77 -0.90
C -0.69 0.06 -0.50
C 2.96 1.09 0.23
H 1.02 0.82 -1.62
C 1.44 0.90 0.52
C -2.68 -0.07 0.25
N -1.36 -0.87 0.02
H -2.04 -2.79 0.08
H 3.07 1.98 -0.51

Properties
spin multiplicity	1
structure (SMILES)	CCCC1=[N+](C)[C@@]23N[C@@]12O3
total charge	+1
gap between HOMO and LUMO (alpha / beta)	9.387 / 9.388	eV
LUMO level (alpha / beta)	-5.013 / -5.012	eV

---

Run R
Computed, not measured: a cluster of 3 separate species, C7H11N2O in total, with wB97M-V/def2-TZVPD.

Positions of all 21 atoms, in Å:
H 1.19 2.31 1.77
H 4.06 -1.63 -1.60
C -0.58 1.44 1.10
H -1.54 1.01 -0.64
C 0.34 -0.01 -0.43
H -1.48 -0.37 0.61
N -3.30 -1.29 0.12
C -4.05 -0.57 -0.54
C 0.78 1.46 1.28
C 3.31 -0.33 -0.19
H -5.09 -0.70 -0.60
H 0.47 -0.72 -1.20
H 2.40 -1.38 -1.61
C 1.28 0.46 0.35
H 4.24 0.62 1.13
H -3.71 0.22 -1.13
O 4.35 -0.10 0.50
N 3.24 -1.02 -1.27
H -3.77 -2.03 0.65
H -1.23 2.10 1.68
C -0.92 0.54 0.02

Properties
spin multiplicity	1
total charge	+1
gap between HOMO and LUMO	8.539	eV
LUMO level	-3.911	eV

---

Most stable one: run R, least stable one: run Q.

---

Run P
Computed, not measured: an isolated molecule of C11H17NO2, with wB97M-V/def2-TZVPD.

Positions of all 31 atoms, in Å:
C -0.85 0.67 0.89
C 1.38 1.16 -0.04
H -3.06 -0.13 -0.81
H -0.67 0.93 -1.47
H 2.00 -3.58 2.31
O 1.26 -2.25 1.05
C 0.81 -0.99 0.76
H 2.07 2.02 -0.32
C 3.31 -1.42 -1.00
C -0.52 -0.65 1.10
H -1.00 1.68 -2.84
H 2.68 -2.39 -0.84
H -4.22 1.43 -0.28
C -3.15 0.98 -0.40
H -2.26 2.38 0.56
H -1.11 -1.41 1.74
H -0.25 2.55 -0.12
N -2.67 1.71 -1.46
C 0.08 1.55 0.27
C -1.60 0.97 -2.18
H 3.11 -0.99 -1.97
C -2.27 1.22 0.88
H 1.12 -2.30 3.12
H -1.91 -0.04 -2.83
C 1.79 -2.47 2.28
H -2.81 0.93 1.99
O 3.15 -0.33 0.05
C 1.74 -0.15 0.17
H 2.66 -1.77 2.30
H 4.47 -1.46 -0.81
H -3.26 2.14 -2.08

Properties
spin multiplicity	1
structure (SMILES)	CNCCc1ccc(OC)c(OC)c1
total charge	0
gap between HOMO and LUMO	9.206	eV
LUMO level	0.878	eV

---

Run Q
Computed, not measured: an isolated molecule of C11H17NO2, with wB97M-V/def2-TZVPD.

Positions of all 31 atoms, in Å:
H -2.62 -0.16 -1.84
H -3.97 0.40 -0.77
C -2.06 1.34 -0.35
H -0.88 -2.03 1.45
C 0.00 -1.48 1.41
C -1.58 0.18 0.57
C 2.29 -1.13 -1.37
H 4.35 -1.21 1.48
H 2.61 -2.12 -1.65
C 2.12 0.17 0.71
H 2.74 -0.36 -2.04
C -0.27 -0.16 0.82
C 0.85 0.68 0.45
N 2.73 -0.71 0.02
H 3.34 -2.54 0.84
H 0.01 2.40 0.62
C -2.56 2.67 0.21
H -2.37 2.74 1.29
H 4.62 -1.67 -0.08
H -3.49 1.54 -2.18
H -3.66 2.67 0.12
H 1.24 -1.04 -1.30
H 0.83 -2.13 1.04
H 0.30 -1.20 2.55
O 0.93 2.04 0.70
C 3.81 -1.50 0.59
C -0.81 1.70 -1.21
O -0.82 2.57 -2.04
H -2.39 -0.62 0.74
C -3.13 0.72 -1.39
H -2.11 3.56 -0.20

Properties
spin multiplicity	1
total charge	0
gap between HOMO and LUMO (alpha / beta)	6.630 / 7.622	eV
LUMO level (alpha / beta)	0.394 / 0.284	eV

---

Most stable one: run P, least stable one: run Q.

---

Run P
Computed, not measured: a cluster of 3 separate species, C4H11N2O2 in total, with wB97M-V/def2-TZVPD.

Positions of all 19 atoms, in Å:
H 1.97 -3.24 -1.45
H -1.13 2.45 0.44
H -1.37 -1.42 -1.31
O -2.23 -0.29 2.62
N 0.35 -0.20 -0.92
H -2.80 -0.47 3.39
C 0.47 1.07 -0.34
H -1.50 0.14 3.08
N -1.63 0.50 -0.48
O 1.36 -3.09 -0.71
H 1.09 -0.80 -1.24
H -2.63 0.55 -0.53
C -0.94 -0.49 -0.99
H 2.56 1.41 -0.98
H 1.47 -3.96 -0.28
C -0.79 1.50 0.01
C 1.77 1.80 -0.34
H 2.34 1.69 0.60
H 1.67 2.86 -0.55

Properties
spin multiplicity	1
total charge	+1
gap between HOMO and LUMO	11.126	eV
LUMO level	-2.609	eV

---

Run Q
Computed, not measured: the ion C4H11N2O2 with charge +1, with wB97M-V/def2-TZVPD.

Positions of all 19 atoms, in Å:
C -0.10 0.49 -0.84
H 1.82 1.41 -0.13
H -1.36 -0.96 0.23
H -0.15 0.62 -1.90
N -1.12 1.47 -0.28
O -1.83 -0.86 -1.71
H -0.97 1.33 0.75
C 1.24 0.48 -0.13
O 0.19 0.74 1.95
H -2.03 1.23 -0.68
H 1.96 -0.15 -0.69
H 2.17 -1.63 1.44
N 1.51 -1.04 1.92
H 1.45 -1.25 2.90
H -0.86 2.44 -0.47
C -0.79 -0.88 -0.72
H -1.86 -1.66 -2.21
C 1.04 0.07 1.33
H -0.30 -1.85 -0.76

Properties
spin multiplicity	1
structure (SMILES)	NC(=O)C[C@H]([NH3+])CO
total charge	+1
gap between HOMO and LUMO	11.572	eV
LUMO level	-2.897	eV

---

Run R
Computed, not measured: a cluster of 3 separate species, C4H11N2O2 in total, with wB97M-V/def2-TZVPD.

Positions of all 19 atoms, in Å:
H 1.91 -0.11 1.88
H 0.73 -1.68 -1.63
C -0.26 -1.68 -1.16
H -1.02 1.58 2.03
H 1.92 -1.59 2.03
H -0.17 -2.52 -0.47
N -0.68 -0.21 0.85
H 1.74 1.48 -1.60
C -0.99 1.05 1.09
H -2.21 2.18 -0.13
O 1.35 1.21 -0.76
N -1.36 1.66 -0.07
O 1.40 -0.82 2.28
C -1.11 0.72 -1.06
C -0.68 -0.43 -0.50
H -0.45 -0.85 1.60
H 2.17 1.08 -0.27
H -0.82 -1.92 -2.06
H -1.47 0.86 -2.06

Properties
spin multiplicity	1
total charge	+1
gap between HOMO and LUMO	10.101	eV
LUMO level	-3.188	eV

---

Most stable one: run P, least stable one: run R.